Entry i
DFT (wB97M-V/def2-TZVPD) results for a cluster of 2 separate species, C7H11NO2 in total.

Atoms and positions in Å:
C  -2.09  0.80  -0.78
C  -0.83  0.99  0.02
C  0.36  1.55  -0.22
C  1.23  1.46  1.03
O  0.54  0.56  1.88
C  -0.79  0.41  1.41
H  -2.03  1.12  -1.83
H  -2.90  1.36  -0.31
H  -2.42  -0.27  -0.79
H  0.68  2.13  -1.08
H  1.34  2.47  1.47
H  2.25  1.08  0.85
H  -1.53  0.92  2.04
H  -1.05  -0.67  1.42
N  3.20  -2.64  -0.62
C  2.13  -2.26  -0.78
C  0.83  -1.57  -0.85
O  -0.33  -2.37  -0.90
H  0.79  -0.89  -1.71
H  0.83  -1.01  0.10
H  -0.22  -3.17  -0.35

SMILES   CC1=CCOC1.N#CCO
LUMO level   0.57 eV
Gap between HOMO and LUMO   0.358 hartree

---

Entry ii
DFT (wB97M-V/def2-TZVPD) results for an isolated molecule of C7H11NO2.

Atoms and positions in Å:
C  0.23  1.78  -1.28
C  0.82  0.65  1.21
C  1.41  -0.80  -1.33
C  -0.15  -1.50  0.46
C  0.36  1.00  -0.11
C  -0.42  0.15  0.73
C  -1.81  0.18  1.17
N  1.11  -1.60  -0.28
O  -0.85  1.56  -2.09
O  1.00  2.61  -1.75
H  1.66  0.00  1.46
H  0.76  1.48  1.91
H  0.84  -0.93  -2.23
H  2.48  -0.64  -1.51
H  -0.20  -2.03  1.40
H  -1.01  -1.78  -0.10
H  -2.48  -0.04  0.33
H  -1.97  1.26  1.51
H  -1.93  -0.61  1.92
H  -1.72  1.29  -1.68
H  1.87  -2.04  0.28

LUMO level (spin up / spin down)   0.25 / 0.25 eV
Gap between HOMO and LUMO (spin up / spin down)   0.304 / 0.304 hartree

---

Most stable of them? entry i.

---

Entry i
DFT (wB97M-V/def2-TZVPD) results for an isolated molecule of C3H2O2S2.

Atoms and positions in Å:
O  -2.88  -0.53  0.53
C  -1.76  -0.28  0.60
S  -0.71  0.93  -0.51
O  -0.89  2.30  -0.05
C  0.91  0.45  -0.15
C  1.26  -0.86  -0.15
S  0.16  -2.12  -0.32
H  1.62  1.25  0.00
H  2.29  -1.13  0.04

SMILES   O=C=S(=O)=CC=S
LUMO level (spin up / spin down)   -2.04 / -2.04 eV
Gap between HOMO and LUMO (spin up / spin down)   0.253 / 0.253 hartree

---

Entry ii
DFT (wB97M-V/def2-TZVPD) results for an isolated molecule of C3H2O2S2.

Atoms and positions in Å:
C  -1.17  -0.78  -0.07
C  -0.99  0.55  0.17
C  1.44  -0.45  0.14
O  2.62  -0.63  0.09
O  1.15  2.06  -0.78
S  0.32  -1.84  -0.09
S  0.70  1.26  0.37
H  -2.11  -1.41  -0.09
H  -1.96  1.23  0.25

LUMO level   -0.55 eV
Gap between HOMO and LUMO   0.331 hartree

---

Most stable of them? entry ii.

---

Entry i
DFT (wB97M-V/def2-TZVPD) results for a cluster of 4 separate species, C3H12O3 in total.

Atoms and positions in Å:
C  1.17  1.70  1.05
C  1.74  0.52  1.26
C  1.83  -0.59  0.27
H  1.12  2.47  1.80
H  0.71  1.92  0.09
H  2.01  0.30  2.29
H  2.86  -0.74  -0.05
H  1.18  -0.43  -0.59
H  1.49  -1.51  0.73
O  -0.94  0.51  -1.90
H  -1.47  -0.28  -2.07
H  -0.87  0.97  -2.74
O  -2.53  -1.72  -1.04
H  -2.46  -2.67  -0.97
H  -2.19  -1.36  -0.19
O  -1.44  0.02  0.82
H  -0.51  0.17  1.03
H  -1.71  0.72  0.22

SMILES   C=CC.O.O.O
LUMO level   0.75 eV
Gap between HOMO and LUMO   0.392 hartree

---

Entry ii
DFT (wB97M-V/def2-TZVPD) results for a cluster of 3 separate species, C3H12O3 in total.

Atoms and positions in Å:
C  1.30  -0.32  0.38
C  0.15  -0.38  -0.59
C  -0.87  0.64  0.05
O  0.53  0.17  -1.84
H  2.16  -1.05  0.08
H  1.89  0.64  0.44
H  1.16  -0.61  1.39
H  -0.17  -1.33  -0.64
H  -1.78  -0.06  0.39
H  -0.70  1.03  1.01
H  -1.04  1.52  -0.62
H  1.47  0.29  -1.94
O  -0.97  -3.10  2.94
H  -1.05  -2.22  2.62
H  -0.51  -2.95  3.76
O  -0.49  2.89  -2.28
H  -1.27  2.64  -2.74
H  0.18  2.19  -2.39

SMILES   CC(C)O.O.O
LUMO level   0.60 eV
Gap between HOMO and LUMO   0.408 hartree

---

Most stable of them? entry i.

---

Entry i
DFT (wB97M-V/def2-TZVPD) results for a cluster of 2 separate species, C3H9NO4 in total.

Atoms and positions in Å:
C  2.38  0.05  0.08
C  1.67  0.72  -1.07
N  2.45  1.51  -1.83
O  0.47  0.63  -1.27
H  3.18  -0.58  -0.29
H  2.80  0.80  0.75
H  1.69  -0.57  0.65
H  2.04  2.00  -2.60
H  3.43  1.63  -1.64
O  -4.08  -0.53  1.58
C  -3.09  -1.01  0.76
O  -1.92  -0.28  1.20
O  -0.75  -0.86  0.66
H  -3.60  -0.40  2.44
H  -3.34  -0.78  -0.28
H  -2.88  -2.08  0.91
H  -0.47  -0.25  -0.07

SMILES   CC(N)=O.OCOO
LUMO level   0.67 eV
Gap between HOMO and LUMO   0.382 hartree

---

Entry ii
DFT (wB97M-V/def2-TZVPD) results for a cluster of 2 separate species, C3H9NO4 in total.

Atoms and positions in Å:
O  -1.08  1.34  1.48
C  -0.65  1.12  0.37
O  -0.05  2.21  -0.22
N  -0.89  -0.05  -0.35
C  0.15  -0.33  -1.36
C  1.57  -0.33  -0.88
O  2.34  -1.08  -1.82
H  0.20  2.07  -1.17
H  -1.10  -0.85  0.26
H  -0.04  0.17  -2.28
H  -0.12  -1.32  -1.89
H  2.09  0.70  -0.74
H  1.74  -0.71  0.05
H  2.63  -1.88  -1.37
O  -2.30  -0.71  3.35
H  -2.95  -0.13  3.67
H  -1.55  -0.22  2.91

SMILES   O=C(O)NCCO.O
LUMO level   0.38 eV
Gap between HOMO and LUMO   0.402 hartree

---

Entry iii
DFT (wB97M-V/def2-TZVPD) results for a cluster of 2 separate species, C3H9NO4 in total.

Atoms and positions in Å:
C  0.37  1.77  -0.50
C  -0.85  0.69  0.36
C  1.21  -1.89  0.83
N  -1.13  -0.26  -0.60
O  0.80  -1.45  -0.45
O  -2.32  -0.83  -0.50
O  1.39  1.03  -0.75
O  -0.30  2.32  -1.59
H  -2.71  -0.68  0.39
H  -0.16  1.70  -2.32
H  1.16  -0.49  -0.61
H  0.50  2.58  0.24
H  -0.15  0.41  1.15
H  -1.74  1.13  0.82
H  2.29  -1.79  0.95
H  0.73  -1.30  1.63
H  0.92  -2.94  0.95

LUMO level (spin up / spin down)   -1.76 / -1.75 eV
Gap between HOMO and LUMO (spin up / spin down)   0.266 / 0.267 hartree

---

Most stable of them? entry ii.

---

Entry i
DFT (wB97M-V/def2-TZVPD) results for a cluster of 2 separate species, C3H6O3 in total.

Atoms and positions in Å:
C  1.64  -0.97  0.47
C  1.45  -0.52  -0.77
O  0.62  0.58  -1.02
H  2.55  -1.51  0.70
H  1.16  -0.42  1.27
H  1.56  -1.03  -1.72
H  0.98  1.14  -1.73
O  -2.99  0.30  -0.25
C  -2.31  0.76  0.63
O  -1.10  0.30  1.01
H  -2.61  1.68  1.14
H  -0.95  -0.32  0.27

SMILES   C=CO.O=CO
LUMO level   0.69 eV
Gap between HOMO and LUMO   0.378 hartree

---

Entry ii
DFT (wB97M-V/def2-TZVPD) results for an isolated molecule of C3H6O3.

Atoms and positions in Å:
O  -0.59  -1.31  -0.97
C  -0.20  -0.36  -0.30
C  -0.43  -0.24  1.16
O  -1.38  -1.17  1.56
C  0.54  0.84  -0.78
O  1.43  0.52  -1.80
H  0.42  -0.30  1.84
H  -0.36  1.04  1.18
H  -1.71  -1.61  0.74
H  0.75  1.37  0.33
H  -0.06  1.68  -1.12
H  1.60  -0.44  -1.82

SMILES   O=C(CO)CO
LUMO level   0.56 eV
Gap between HOMO and LUMO   0.394 hartree

---

Most stable of them? entry i.

---

Entry i
DFT (wB97M-V/def2-TZVPD) results for a cluster of 2 separate species, C3H6O3 in total.

Atoms and positions in Å:
C  2.25  -0.84  -3.48
C  1.35  -0.85  -2.44
O  1.49  0.21  -1.56
H  2.19  -1.69  -4.24
H  3.15  -0.26  -3.21
H  0.44  -1.44  -2.56
H  0.63  0.64  -1.48
O  -3.70  1.42  4.02
C  -2.56  1.15  3.80
O  -2.05  0.11  3.10
H  -1.79  1.77  4.30
H  -1.40  -0.22  3.73

SMILES   C=CO.O=CO
LUMO level   0.41 eV
Gap between HOMO and LUMO   0.353 hartree

---

Entry ii
DFT (wB97M-V/def2-TZVPD) results for an isolated molecule of C3H6O3.

Atoms and positions in Å:
O  0.41  0.61  1.32
C  0.72  -0.48  0.52
C  0.71  -0.07  -0.92
O  0.98  1.24  -1.22
C  -0.59  -0.65  -0.23
O  -1.72  -0.01  0.60
H  -0.76  0.48  1.37
H  1.39  -1.27  0.91
H  1.10  -0.74  -1.71
H  0.98  1.65  -0.33
H  -1.04  -1.56  -0.57
H  -2.17  0.79  0.26

SMILES   O[C@H]1[C@@H](O)[C@H]1O
LUMO level   0.49 eV
Gap between HOMO and LUMO   0.362 hartree

---

Most stable of them? entry i.

---

Entry i
DFT (wB97M-V/def2-TZVPD) results for a cluster of 2 separate species, C3H6O3 in total.

Atoms and positions in Å:
O  -0.25  0.67  -2.87
C  0.58  1.31  -2.35
O  1.44  1.94  -1.87
C  0.08  -0.98  1.44
C  -0.65  -0.37  0.25
O  -0.43  1.03  0.15
H  -0.15  -2.05  1.53
H  -0.21  -0.48  2.37
H  1.17  -0.89  1.32
H  -0.35  -0.88  -0.68
H  -1.73  -0.50  0.36
H  0.50  1.21  0.37

SMILES   O=C=O.CCO
LUMO level   0.65 eV
Gap between HOMO and LUMO   0.412 hartree

---

Entry ii
DFT (wB97M-V/def2-TZVPD) results for a cluster of 2 separate species, C3H6O3 in total.

Atoms and positions in Å:
C  -1.88  2.30  -0.61
C  -1.18  2.04  0.49
O  -0.37  1.02  0.78
H  -2.64  3.09  -0.65
H  -2.11  1.77  -1.53
H  -1.24  2.75  1.31
H  -0.54  0.22  0.30
O  2.11  -1.93  -1.26
C  2.32  -2.54  -0.26
O  1.43  -2.53  0.79
H  3.30  -2.98  -0.01
H  0.80  -3.22  0.65

SMILES   C=CO.O=CO
LUMO level   0.60 eV
Gap between HOMO and LUMO   0.354 hartree

---

Entry iii
DFT (wB97M-V/def2-TZVPD) results for an isolated molecule of C3H6O3.

Atoms and positions in Å:
C  0.23  0.79  1.16
C  -0.46  0.07  0.02
O  -0.68  -1.31  0.35
C  0.34  0.13  -1.28
O  1.10  1.03  -1.61
O  0.09  -0.96  -2.06
H  -0.36  0.70  2.08
H  1.21  0.36  1.37
H  0.37  1.85  0.94
H  -1.44  0.52  -0.17
H  0.14  -1.63  0.77
H  -0.53  -1.55  -1.57

SMILES   C[C@H](O)C(=O)O
LUMO level   0.56 eV
Gap between HOMO and LUMO   0.401 hartree

---

Entry iv
DFT (wB97M-V/def2-TZVPD) results for a cluster of 2 separate species, C3H6O3 in total.

Atoms and positions in Å:
C  0.30  -0.85  -1.79
C  -0.41  0.18  -1.26
O  -1.66  0.57  -1.73
H  1.41  -0.86  -1.75
H  -0.29  -1.77  -1.92
H  0.19  1.06  -0.85
H  -1.94  1.37  -1.29
O  1.36  1.12  2.88
C  0.67  0.15  2.54
O  -0.29  0.24  1.53
H  0.75  -0.94  2.95
H  -0.11  -0.27  0.69

SMILES   C=CO.O=CO
LUMO level   0.63 eV
Gap between HOMO and LUMO   0.377 hartree

---

Most stable of them? entry i.

---

Entry i
DFT (wB97M-V/def2-TZVPD) results for an isolated molecule of CH5N3O.

Atoms and positions in Å:
N  1.80  -0.58  0.89
N  0.64  0.07  0.45
C  -0.16  -0.42  -0.44
N  -1.06  0.47  -1.09
O  -1.80  1.30  -0.25
H  1.92  0.04  1.74
H  1.48  -1.58  1.31
H  0.01  -1.34  -0.97
H  -1.79  0.01  -1.83
H  -1.03  2.02  0.19

SMILES   N/N=C/NO
LUMO level   1.02 eV
Gap between HOMO and LUMO   0.340 hartree

---

Entry ii
DFT (wB97M-V/def2-TZVPD) results for an isolated molecule of CH5N3O.

Atoms and positions in Å:
N  1.86  0.37  0.07
N  0.62  -0.14  -0.22
C  -0.68  0.49  0.00
N  -1.74  -0.37  0.03
O  -0.81  1.67  -0.02
H  2.36  0.34  -0.88
H  2.26  0.10  0.94
H  0.50  -1.18  0.21
H  -1.78  -1.36  -0.07
H  -2.58  0.08  -0.06

SMILES   NNC(N)=O
LUMO level   0.78 eV
Gap between HOMO and LUMO   0.367 hartree

---

Most stable of them? entry ii.